No. 1
Density functional theory data (ωB97M-V/def2-TZVPD) for an isolated molecule of C5H6O.

The geometry in XYZ format:
```
12
Properties=species:S:1:pos:R:3:mulliken_charge:R:1
C -1.03 0.35 -0.17 -0.80
C -1.13 -1.20 -0.12 -0.24
C 0.24 -0.84 -0.05 0.55
C 1.52 -0.72 0.08 -0.89
C 1.97 0.62 0.17 0.20
O 1.22 1.51 0.67 -0.49
H -1.59 0.81 0.65 0.35
H 0.16 1.05 0.40 0.19
H -1.26 0.78 -1.14 0.30
H -1.46 -1.67 -1.05 0.22
H -1.59 -1.63 0.76 0.23
H 2.94 0.94 -0.21 0.38
```

The structure (SMILES) is OC=C=C1CC1. The calculation puts the LUMO energy (spin up / spin down) at -0.0001 / -0.0002 hartree. For the HOMO energy (spin up / spin down), the calculation gives -8.4 / -8.4 eV. The value obtained for the energy relative to the best compared isomer or geometry (same formula, charge and spin) is 5.011 eV.

No. 2
Density functional theory data (ωB97M-V/def2-TZVPD) for a structure of composition C35H57BEuN10O2S5.

The geometry in XYZ format:
```
111
Properties=species:S:1:pos:R:3:mulliken_charge:R:1
Eu -0.89 1.20 0.56 0.55
C 1.36 -2.57 4.10 -1.56
C 1.36 -3.08 2.70 0.58
C 1.44 -4.40 2.40 -0.74
C 1.46 -4.85 1.04 0.03
N 1.43 -3.99 0.07 -0.24
N 1.37 -2.67 0.36 0.54
B 1.53 -1.76 -0.84 -0.86
N 2.70 -0.82 -0.80 0.79
N 3.78 -1.57 -0.45 -0.25
C 4.95 -1.02 -0.46 0.07
C 5.11 0.34 -0.86 -0.68
C 4.04 1.09 -1.21 0.04
C 4.16 2.51 -1.65 -1.66
C 2.73 0.49 -1.14 0.77
S 1.33 1.36 -1.48 -0.22
C 6.14 -1.87 -0.07 2.43
C 5.70 -3.26 0.37 -1.86
C 6.89 -1.19 1.09 -1.81
C 7.07 -1.99 -1.29 -1.57
N 0.39 -1.65 -1.83 -0.22
N 1.37 -2.47 -2.27 0.34
C 1.39 -2.98 -3.46 0.69
C 0.27 -2.66 -4.29 -1.19
C -0.75 -1.88 -3.85 0.49
C -1.92 -1.56 -4.72 -1.84
C -0.71 -1.31 -2.51 0.52
S -1.89 -0.31 -1.91 -0.26
C 2.56 -3.80 -3.96 2.44
C 3.55 -4.06 -2.82 -1.45
C 2.05 -5.12 -4.54 -1.65
C 3.25 -2.97 -5.06 -1.86
C 1.28 -2.15 1.60 0.69
S 1.15 -0.49 1.86 -0.29
C 1.60 -6.32 0.68 2.23
C 0.97 -6.59 -0.68 -1.39
C 0.93 -7.21 1.73 -2.10
C 3.10 -6.62 0.64 -1.43
H 1.38 -3.39 4.81 0.42
H 0.48 -1.95 4.28 0.17
H 2.22 -1.92 4.26 0.33
H 1.50 -5.13 3.19 0.31
H 6.10 0.77 -0.89 0.44
H 5.20 2.84 -1.62 0.43
H 3.55 3.15 -1.02 0.23
H 3.78 2.63 -2.67 0.34
H 5.04 -3.22 1.24 0.34
H 6.58 -3.85 0.64 0.54
H 5.17 -3.79 -0.42 0.11
H 6.24 -1.06 1.95 0.36
H 7.29 -0.22 0.80 0.36
H 7.74 -1.81 1.39 0.47
H 6.56 -2.48 -2.11 0.25
H 7.94 -2.59 -1.03 0.48
H 7.43 -1.02 -1.63 0.37
H 0.25 -3.07 -5.29 0.35
H -1.85 -2.07 -5.68 0.41
H -1.98 -0.48 -4.88 0.37
H -2.85 -1.84 -4.22 0.37
H 3.07 -4.59 -1.99 -0.27
H 3.96 -3.13 -2.43 -0.15
H 4.37 -4.67 -3.20 0.79
H 1.49 -5.70 -3.80 0.26
H 2.91 -5.72 -4.86 0.49
H 1.42 -4.97 -5.41 0.38
H 3.62 -2.03 -4.66 0.35
H 2.58 -2.76 -5.89 0.39
H 4.10 -3.54 -5.45 0.48
H -0.10 -6.40 -0.68 0.38
H 1.13 -7.64 -0.95 0.50
H 1.42 -5.98 -1.46 -0.10
H -0.11 -6.92 1.89 0.43
H 1.44 -7.19 2.69 0.41
H 0.94 -8.24 1.38 0.45
H 3.60 -6.04 -0.14 0.12
H 3.26 -7.68 0.43 0.49
H 3.59 -6.39 1.59 0.35
N 1.62 4.89 2.90 -0.20
C 0.89 5.08 1.60 -0.74
C 0.22 3.73 1.28 1.17
O -0.40 3.63 0.21 -0.70
O 0.35 2.84 2.17 -0.90
H 2.63 4.92 2.79 0.36
H 1.33 3.91 3.16 0.31
H 1.35 5.55 3.62 0.37
H 1.60 5.36 0.82 0.30
H 0.15 5.86 1.71 0.30
C -2.67 -0.56 3.98 -0.70
S -1.68 0.90 3.65 0.23
C -2.94 2.16 3.91 -0.83
H -3.53 -0.61 3.30 0.15
H -3.02 -0.57 5.01 0.38
H -2.05 -1.43 3.82 0.14
H -3.26 2.18 4.95 0.44
H -3.80 2.00 3.27 0.16
H -2.50 3.13 3.66 0.19
C -3.54 4.59 0.01 -1.02
C -4.75 3.71 -0.21 -0.41
C -4.50 2.27 0.11 0.02
N -3.38 1.78 0.52 0.36
N -3.41 0.42 0.77 -0.29
C -4.58 -0.09 0.51 0.33
N -4.86 -1.40 0.66 -0.36
S -5.75 1.07 -0.03 -0.25
H -3.79 5.62 -0.22 0.46
H -2.70 4.29 -0.61 0.19
H -3.20 4.54 1.05 0.14
H -5.10 3.77 -1.25 0.37
H -5.59 4.05 0.41 0.36
H -4.09 -2.02 0.83 0.18
H -5.75 -1.78 0.40 0.20
```

As for the spin multiplicity: 8. The net charge is +2. The calculation puts the LUMO energy (spin up / spin down) at -0.1707 / -0.1706 hartree. The expectation value of S² is 15.7595. For the HOMO energy (spin up / spin down), the calculation gives -11.3 / -12.5 eV. The value obtained for the energy relative to the best compared isomer or geometry (same formula, charge and spin) is 0.000 eV.

No. 3
Density functional theory data (ωB97M-V/def2-TZVPD) for a structure of composition C12H21AsO6P2SV.

The geometry in XYZ format:
```
44
Properties=species:S:1:pos:R:3:mulliken_charge:R:1
V -0.63 0.16 -0.37 0.58
C 0.66 0.47 2.95 -1.48
P -0.33 1.29 1.66 1.57
C -1.76 1.91 2.63 -1.44
C 0.62 2.83 1.32 -1.07
C 0.04 3.50 0.08 -1.25
P -0.11 2.25 -1.29 1.51
C 1.50 2.41 -2.12 -1.48
C -1.23 3.13 -2.44 -1.42
H 0.83 1.15 3.79 0.45
H 1.61 0.16 2.53 0.34
H 0.13 -0.41 3.32 0.38
H -1.42 2.47 3.50 0.40
H -2.37 1.07 2.95 0.39
H -2.38 2.55 2.00 0.38
H 1.66 2.52 1.15 0.33
H 0.61 3.50 2.18 0.51
H 0.63 4.36 -0.24 0.53
H -0.97 3.85 0.28 0.38
H 1.67 3.44 -2.44 0.44
H 1.53 1.74 -2.99 0.37
H 2.29 2.09 -1.44 0.33
H -0.93 4.17 -2.56 0.42
H -2.25 3.10 -2.05 0.36
H -1.22 2.64 -3.41 0.41
O 1.71 -1.43 -2.41 -0.68
As 1.90 -1.50 -0.66 0.87
O 3.44 -1.86 -0.30 -0.76
O 1.32 0.02 -0.09 -0.53
C 0.73 -2.97 -0.18 0.30
C 1.37 -4.20 -0.33 -0.84
C 0.68 -5.39 -0.14 -0.66
C -0.66 -5.36 0.21 -0.47
C -1.31 -4.14 0.38 -0.54
C -0.61 -2.96 0.19 0.45
S -2.33 -1.36 -1.04 0.16
O -1.22 -1.16 -2.01 -0.54
O -1.32 -1.76 0.40 -0.36
O -2.71 0.01 -0.56 -0.52
H 0.77 -1.37 -2.66 0.43
H 2.42 -4.21 -0.59 0.50
H 1.19 -6.34 -0.26 0.40
H -1.21 -6.28 0.36 0.39
H -2.35 -4.09 0.68 0.46
```

As for the spin multiplicity: 2. The calculation puts the LUMO energy (spin up / spin down) at 0.0136 / 0.0135 hartree. The expectation value of S² is 0.7563. For the HOMO energy (spin up / spin down), the calculation gives -7.6 / -7.0 eV. The value obtained for the energy relative to the best compared isomer or geometry (same formula, charge and spin) is 0.092 eV.

No. 4
Density functional theory data (ωB97M-V/def2-TZVPD) for a cluster of 13 separate species, C43H57IN12O5 in total.

The geometry in XYZ format:
```
118
Properties=species:S:1:pos:R:3:mulliken_charge:R:1
C -1.69 1.07 -2.20 -0.01
C -1.35 -0.20 -2.05 -0.56
C -1.36 -1.70 -1.40 -0.21
C -0.99 -1.68 0.19 -0.33
C -1.22 -0.25 0.91 0.09
C -1.47 -0.40 2.52 0.62
C -0.40 -0.77 3.40 0.35
C 1.13 -1.04 2.98 -0.78
C 1.89 0.39 3.06 1.10
C 3.51 0.28 3.01 -0.21
C 4.02 1.65 2.25 0.07
O 4.03 1.56 0.96 -0.42
O 4.37 2.86 2.94 -0.32
C 3.25 3.40 3.70 0.31
C 2.10 4.08 2.79 -0.26
C -0.73 -0.93 4.99 -0.19
O -0.06 -1.78 5.69 -0.63
C -1.86 0.05 5.57 0.77
C -1.75 0.59 7.10 -0.73
C -1.37 2.17 6.97 0.10
O -1.64 3.05 7.85 -0.57
C -2.95 0.45 4.70 -0.61
I -4.57 1.78 5.38 0.12
C -2.94 -0.12 3.17 0.08
O -4.03 -0.30 2.51 -0.63
H -1.98 2.20 -2.23 0.30
H -2.33 -2.26 -1.64 0.00
H -0.50 -2.27 -1.94 0.40
H 0.09 -2.08 0.27 0.01
H -1.65 -2.47 0.74 0.30
H -2.21 0.23 0.51 0.57
H -0.33 0.48 0.74 -0.38
H 1.64 -1.73 3.78 0.39
H 1.28 -1.56 1.97 0.11
H 1.50 1.06 2.20 -0.54
H 1.57 0.89 4.05 -0.17
H 3.89 0.27 4.11 0.06
H 3.82 -0.67 2.45 0.39
H 3.68 4.26 4.36 0.37
H 2.78 2.64 4.45 -0.37
H 1.34 4.56 3.52 0.35
H 2.50 4.95 2.13 0.08
H 1.51 3.31 2.15 -0.28
H -2.77 0.43 7.63 0.37
H -0.90 0.07 7.68 0.29
H -0.85 2.53 5.99 0.31
C -5.16 -3.40 5.43 -0.95
C -4.78 -2.19 6.16 0.47
N -4.48 -1.23 6.73 -0.36
H -4.36 -3.74 4.77 0.26
H -5.39 -4.22 6.11 0.34
H -6.05 -3.24 4.81 0.28
C -3.94 -4.67 -3.35 -0.97
C -2.81 -3.79 -3.69 0.54
N -1.93 -3.10 -3.96 -0.43
H -4.90 -4.19 -3.56 0.29
H -3.91 -5.60 -3.93 0.27
H -3.93 -4.95 -2.30 0.31
C 3.42 -0.50 -1.34 -0.22
C 2.52 -1.64 -1.58 0.38
N 1.82 -2.53 -1.77 -0.47
H 4.21 -0.44 -2.09 0.41
H 2.88 0.45 -1.36 -0.16
H 3.91 -0.58 -0.36 0.02
C -3.86 -6.01 -7.32 -0.72
C -4.81 -6.11 -6.21 0.40
N -5.55 -6.19 -5.33 -0.48
H -4.35 -5.66 -8.23 0.18
H -3.05 -5.32 -7.10 0.34
H -3.41 -6.98 -7.55 0.29
C -3.39 -6.13 -11.38 -0.50
C -3.00 -4.92 -10.65 0.36
N -2.70 -3.96 -10.08 -0.43
H -2.59 -6.46 -12.06 0.09
H -3.61 -6.95 -10.71 0.24
H -4.28 -5.96 -12.00 0.27
C -1.82 4.49 -5.06 -0.78
C -2.77 4.40 -3.94 0.39
N -3.51 4.33 -3.06 -0.39
H -2.30 4.84 -5.97 0.30
H -1.00 5.19 -4.84 0.26
H -1.37 3.52 -5.28 0.27
C 1.95 3.43 -1.18 -0.91
C 0.89 3.11 -0.22 0.73
N 0.05 2.87 0.53 -0.52
H 1.71 4.31 -1.78 0.39
H 2.90 3.63 -0.68 0.13
H 2.12 2.60 -1.88 0.24
C 3.64 0.13 7.69 -1.13
C 2.54 0.82 7.01 0.47
N 1.68 1.37 6.47 -0.28
H 4.06 -0.67 7.07 0.29
H 4.46 0.82 7.92 0.34
H 3.32 -0.32 8.63 0.34
C -4.77 5.47 4.11 -0.55
C -4.48 6.78 3.52 0.14
N -4.25 7.81 3.06 -0.34
H -4.85 5.53 5.20 0.29
H -5.72 5.06 3.74 0.29
H -3.99 4.74 3.88 0.17
C 5.92 5.48 1.83 -0.34
C 4.82 6.16 1.15 0.41
N 3.95 6.70 0.61 -0.50
H 6.33 4.67 1.22 0.08
H 6.74 6.16 2.07 0.37
H 5.59 5.03 2.78 0.06
C 0.76 -4.97 -12.63 -0.81
C -0.14 -6.10 -12.87 0.45
N -0.85 -7.00 -13.06 -0.50
H 1.54 -4.91 -13.39 0.31
H 0.22 -4.02 -12.64 0.27
H 1.26 -5.05 -11.66 0.27
C 7.71 0.32 0.90 -0.49
C 8.02 1.75 1.02 0.39
N 8.27 2.87 1.11 -0.42
H 8.02 -0.23 1.79 0.27
H 6.64 0.15 0.77 -0.05
H 8.21 -0.14 0.05 0.32
```

The calculation puts the LUMO energy at -0.0430 hartree. For the HOMO energy, the calculation gives -8.9 eV. The value obtained for the energy relative to the best compared isomer or geometry (same formula, charge and spin) is 0.000 eV.

No. 5
Density functional theory data (ωB97M-V/def2-TZVPD) for a structure of composition C9H25ClIMoO2P2.

The geometry in XYZ format:
```
41
Properties=species:S:1:pos:R:3:mulliken_charge:R:1
C -0.07 1.01 -1.87 -0.88
C -0.05 1.03 -0.34 0.33
H 0.28 1.98 -2.31 0.53
H -1.07 0.81 -2.33 0.10
H 0.64 0.22 -2.34 0.44
O -0.08 2.01 0.34 -0.43
I 0.06 -0.68 1.82 0.23
Mo 0.03 -1.40 -1.02 -0.34
P 2.28 -0.63 -0.61 1.07
C 2.95 0.37 0.79 -1.20
C 2.89 -2.27 -0.15 -1.16
H 3.98 -2.25 -0.33 0.42
H 4.43 -0.06 -1.46 0.53
H 2.43 -3.06 -0.76 0.49
H 3.34 -0.62 -2.80 0.45
H 2.84 -0.19 1.73 0.44
H 2.73 -2.46 0.92 0.41
C 3.42 0.00 -1.90 -1.38
H 4.01 0.52 0.59 0.51
H 3.18 1.04 -2.13 0.40
H 2.42 1.33 0.88 0.23
P -2.26 -0.79 -0.58 1.08
C -2.96 0.34 0.72 -1.20
C -3.36 -0.17 -1.92 -1.51
H -2.69 -3.15 -0.66 0.44
H -4.14 -2.20 -0.17 0.42
H -2.84 -2.51 1.02 0.38
C -3.06 -2.32 -0.04 -1.03
H -3.22 -0.80 -2.81 0.45
H -4.39 -0.26 -1.54 0.52
H -4.03 0.45 0.46 0.52
H -2.45 1.31 0.68 0.28
H -3.14 0.89 -2.14 0.50
H -2.87 -0.12 1.71 0.44
Cl 0.00 -2.79 -2.89 -0.22
C 0.03 2.51 3.90 -0.51
O 0.92 3.00 2.89 -0.17
H 0.27 1.55 4.39 0.33
H -0.98 2.36 3.48 0.32
H 0.01 3.28 4.71 0.31
H 0.51 2.72 2.05 0.46
```

As for the spin multiplicity: 3. The net charge is +3. The calculation puts the LUMO energy (spin up / spin down) at -0.4715 / -0.5464 hartree. The expectation value of S² is 2.3296. For the HOMO energy (spin up / spin down), the calculation gives -19.7 / -18.5 eV. The value obtained for the energy relative to the best compared isomer or geometry (same formula, charge and spin) is 0.867 eV.

No. 6
Density functional theory data (ωB97M-V/def2-TZVPD) for a structure of composition C32H36AlGeN2S2SeSi2.

The geometry in XYZ format:
```
77
Properties=species:S:1:pos:R:3:mulliken_charge:R:1
Al 0.67 -1.16 -0.34 -0.70
C 0.20 -2.85 3.15 -1.24
Si 1.00 -1.35 2.31 0.70
C 0.46 0.14 3.37 -0.94
C 2.90 -1.42 2.54 0.63
C 3.40 -1.52 3.84 -0.75
C 4.77 -1.50 4.07 -0.76
C 5.65 -1.35 3.01 -0.71
C 5.16 -1.25 1.72 -0.62
C 3.79 -1.30 1.47 0.51
Si 3.18 -1.28 -0.32 0.93
C 3.89 0.21 -1.25 -1.09
C 3.79 -2.86 -1.18 -1.24
H 0.46 -2.87 4.21 0.33
H 0.52 -3.80 2.71 0.35
H -0.88 -2.79 3.07 0.31
H 1.02 0.13 4.31 0.59
H -0.60 0.07 3.61 0.21
H 0.63 1.09 2.88 0.20
H 2.72 -1.60 4.68 0.31
H 5.15 -1.59 5.08 0.39
H 6.72 -1.32 3.19 0.39
H 5.85 -1.11 0.89 0.34
H 4.98 0.18 -1.27 0.46
H 3.57 1.14 -0.78 0.22
H 3.52 0.22 -2.28 0.31
H 4.88 -2.92 -1.15 0.38
H 3.48 -2.88 -2.22 0.34
H 3.39 -3.75 -0.69 0.31
S -0.70 -3.17 -0.15 -0.47
C -2.09 -2.72 -0.99 0.48
N -2.13 -2.03 -2.11 0.45
C -3.41 -1.94 -2.80 -0.30
C -4.48 -2.15 -1.73 -0.51
S -3.67 -3.15 -0.43 -0.13
H -1.28 -1.78 -2.59 -0.23
H -3.47 -2.72 -3.56 0.49
H -3.52 -0.97 -3.28 -0.10
H -5.35 -2.67 -2.10 0.49
H -4.77 -1.20 -1.27 0.25
Se 0.86 -1.67 -5.10 -0.12
C 0.88 -1.47 -3.39 0.65
N 0.82 -1.35 -2.22 -0.56
C -3.84 1.25 -4.22 -0.63
C -4.34 1.31 -2.93 -0.61
C -3.48 1.21 -1.84 -0.65
C -2.11 1.05 -2.02 -0.19
C -1.62 0.98 -3.33 -0.10
C -2.47 1.09 -4.42 -1.03
Ge -0.84 0.83 -0.51 2.08
C 0.32 2.42 -0.62 -0.19
C 1.37 2.54 0.29 -0.59
C 2.21 3.64 0.28 -0.91
C 2.04 4.64 -0.66 -0.58
C 1.01 4.53 -1.60 -0.64
C 0.16 3.43 -1.57 -0.20
C -1.95 1.12 1.11 -0.02
C -2.03 2.33 1.80 -0.15
C -2.80 2.44 2.95 -0.67
C -3.52 1.35 3.42 -0.51
C -3.44 0.14 2.75 -0.87
C -2.66 0.03 1.61 0.39
H -4.51 1.33 -5.07 0.38
H -5.41 1.44 -2.77 0.41
H -3.88 1.28 -0.83 0.41
H -0.56 0.86 -3.49 0.62
H -2.07 1.03 -5.43 0.41
H 1.52 1.76 1.03 0.41
H 3.01 3.72 1.01 0.43
H 2.70 5.50 -0.68 0.36
H 0.88 5.30 -2.34 0.41
H -0.64 3.36 -2.30 0.31
H -1.46 3.18 1.45 0.38
H -2.85 3.39 3.48 0.40
H -4.12 1.45 4.31 0.36
H -3.98 -0.72 3.12 0.40
H -2.59 -0.93 1.11 -0.18
```

As for the spin multiplicity: 2. The calculation puts the LUMO energy (spin up / spin down) at -0.0047 / -0.0604 hartree. The expectation value of S² is 0.7550. For the HOMO energy (spin up / spin down), the calculation gives -7.1 / -7.8 eV. The value obtained for the energy relative to the best compared isomer or geometry (same formula, charge and spin) is 0.168 eV.

No. 7
Density functional theory data (ωB97M-V/def2-TZVPD) for an isolated molecule of C6H11NO.

The geometry in XYZ format:
```
19
Properties=species:S:1:pos:R:3:mulliken_charge:R:1
C 0.16 1.08 -0.18 -0.58
C 0.48 1.65 1.16 -0.32
C 0.28 -0.80 1.71 -0.62
C 0.19 -1.54 0.34 0.02
C -0.22 -1.32 -0.90 -0.13
C -0.67 -0.13 -1.80 -0.67
H -0.53 0.33 0.35 0.19
H 1.09 0.51 -0.54 0.50
H 1.21 2.45 1.20 0.30
H -0.43 1.83 1.68 0.31
H 0.83 -1.44 2.39 0.34
H -0.74 -0.67 2.17 0.24
H 0.34 -2.64 0.62 0.17
H -0.14 -2.30 -1.48 0.23
H -1.83 -0.29 -2.06 0.27
H -0.31 -0.21 -2.81 0.41
H -0.16 1.89 -2.09 0.25
N -0.58 1.23 -1.38 -0.48
O 1.05 0.39 1.64 -0.45
```

The structure (SMILES) is C1=C\COCCNC/1. The calculation puts the LUMO energy at 0.0368 hartree. For the HOMO energy, the calculation gives -8.2 eV. The value obtained for the energy relative to the best compared isomer or geometry (same formula, charge and spin) is 5.820 eV.

No. 8
Density functional theory data (ωB97M-V/def2-TZVPD) for an isolated molecule of C19H14N6O2.

The geometry in XYZ format:
```
41
Properties=species:S:1:pos:R:3:mulliken_charge:R:1
O 3.34 -2.00 -1.37 -0.72
N 3.32 1.27 4.20 -0.61
N 1.99 2.67 2.89 -0.61
N -4.14 2.33 1.05 -0.67
N -2.77 0.28 2.49 -0.59
O 2.70 2.56 4.09 -0.10
C 2.20 -1.58 -1.51 -0.24
C 1.41 -0.73 -0.65 0.81
C 0.20 -0.48 -1.31 -0.29
C -4.49 1.96 2.33 -0.30
C -3.80 0.96 3.01 -0.27
C 2.67 -1.10 1.51 -0.64
C -1.70 1.25 -1.44 -0.25
C 1.91 -0.24 0.65 0.52
C -0.97 0.26 -0.72 -0.15
C 3.15 -0.62 2.75 -0.76
C 1.64 1.05 1.11 -0.64
C -2.76 1.89 -0.82 -0.54
C -1.39 -0.06 0.60 -0.03
C 2.89 0.67 3.15 1.05
C 2.11 1.51 2.35 0.70
C -3.14 1.62 0.49 0.51
C -2.44 0.60 1.21 0.18
N 1.40 -1.88 -2.62 -0.10
N 0.22 -1.14 -2.53 0.27
C 2.00 -2.32 -3.89 -0.93
C -0.99 -1.54 -3.25 -1.07
H -5.25 2.54 2.83 0.40
H -4.16 0.71 3.98 0.44
H 2.89 -2.11 1.19 0.48
H -1.34 1.56 -2.47 0.42
H 3.74 -1.27 3.41 0.36
H 1.14 1.80 0.46 0.44
H -3.34 2.63 -1.37 0.40
H -0.83 -0.80 1.21 0.46
H 2.53 -1.45 -4.34 0.33
H 1.27 -2.73 -4.59 0.32
H 2.79 -3.12 -3.70 0.33
H -1.01 -1.07 -4.25 0.34
H -1.03 -2.61 -3.37 0.38
H -1.94 -1.27 -2.73 0.37
```

The structure (SMILES) is Cn1c(-c2ccc3nccnc3c2)c(-c2ccc3nonc3c2)c(=O)n1C. The calculation puts the LUMO energy at -0.0397 hartree. For the HOMO energy, the calculation gives -8.1 eV.